ORCA calculation (ωB97M-V/def2-TZVPD) on 7 unconnected molecules or ions with the total composition C44H35BO15 in a non-equilibrium geometry.

Properties
Structure (SMILES): C#CC[C@@]1(B(C)O)COC(=O)C1.O=C1C=CC(=O)C=C1.O=C1C=CC(=O)C=C1.O=C1C=CC(=O)C=C1.O=C1C=CC(=O)C=C1.O=C1C=CC(=O)C=C1.O=C1C=CC(=O)C=C1
DFT total energy: -2850.83139 a.u.
Maximum force: 2.417 eV/Å
Gap between HOMO and LUMO: 0.292 Eh

Each line ends with the Löwdin charge.
CARTESIAN COORDINATES (ANGSTROEM)
C (5.3812, -3.2229, 2.8381)  0.070
C (4.4272, -3.5107, 2.1218)  -0.114
C (3.1173, -3.7411, 1.2636)  -0.108
C (2.1814, -2.4536, 1.4647)  -0.279
B (0.6329, -2.7919, 1.7795)  -0.394
C (-0.6611, -2.0142, 1.2070)  -0.006
O (0.3835, -3.8883, 2.7029)  0.044
C (2.5910, -1.5034, 2.6835)  -0.130
O (3.5196, -0.4815, 2.2287)  -0.029
C (2.9833, -0.0597, 0.9736)  -0.361
O (2.8510, 1.0698, 0.5686)  0.118
C (2.5699, -1.4560, 0.2900)  -0.005
H (6.1162, -2.6503, 3.4669)  0.059
H (2.6080, -4.6678, 1.6893)  0.116
H (3.3806, -3.9590, 0.1887)  0.120
H (-0.8219, -1.0908, 1.8436)  0.078
H (-1.5626, -2.6916, 1.3993)  0.074
H (-0.6255, -1.7633, 0.1049)  0.036
H (0.6933, -3.5246, 3.5655)  0.104
H (1.6434, -0.8951, 2.9022)  0.141
H (2.7843, -1.9747, 3.6959)  0.151
H (1.9158, -1.3597, -0.6195)  0.105
H (3.5980, -1.7897, -0.0898)  0.140
O (1.3345, 1.4987, -6.0847)  0.073
C (0.9924, 0.9796, -5.0393)  -0.385
C (1.7274, 1.2315, -3.7812)  0.027
C (1.3542, 0.6611, -2.6368)  0.020
C (0.1882, -0.2468, -2.5764)  -0.355
O (-0.1532, -0.7658, -1.5284)  0.069
C (-0.5472, -0.4995, -3.8346)  0.031
C (-0.1738, 0.0711, -4.9785)  0.029
H (2.5777, 1.8991, -3.8439)  0.134
H (1.8815, 0.8342, -1.7051)  0.103
H (-1.3976, -1.1671, -3.7721)  0.124
H (-0.7003, -0.1012, -5.9089)  0.127
O (-1.3333, -1.7361, 4.1738)  0.093
C (-1.8232, -2.0074, 5.2542)  -0.364
C (-1.3718, -1.3395, 6.4953)  0.022
C (-1.9095, -1.6419, 7.6762)  0.023
C (-2.9815, -2.6570, 7.7961)  -0.387
O (-3.4723, -2.9306, 8.8732)  0.107
C (-3.4311, -3.3236, 6.5538)  0.031
C (-2.8928, -3.0203, 5.3731)  0.033
H (-0.5879, -0.5996, 6.3892)  0.121
H (-1.5920, -1.1646, 8.5949)  0.123
H (-4.2147, -4.0637, 6.6585)  0.125
H (-3.2093, -3.4970, 4.4538)  0.091
O (-1.9363, 6.3708, 0.0326)  0.091
C (-1.7057, 5.6226, -0.8975)  -0.363
C (-0.4484, 4.8459, -0.9648)  0.036
C (-0.1957, 4.0279, -1.9855)  0.033
C (-1.1620, 3.8601, -3.0939)  -0.364
O (-0.9322, 3.1117, -4.0244)  0.113
C (-2.4195, 4.6371, -3.0263)  0.028
C (-2.6720, 5.4550, -2.0056)  0.028
H (0.2471, 4.9797, -0.1456)  0.128
H (0.7189, 3.4527, -2.0514)  0.112
H (-3.1150, 4.5032, -3.8454)  0.124
H (-3.5867, 6.0306, -1.9392)  0.124
O (0.2257, 9.7687, 1.0645)  0.104
C (-0.2657, 9.4798, 2.1381)  -0.382
C (0.1830, 10.1327, 3.3887)  0.018
C (-0.3543, 9.8141, 4.5653)  0.018
C (-1.4234, 8.7955, 4.6725)  -0.391
O (-1.9140, 8.5074, 5.7467)  0.099
C (-1.8715, 8.1434, 3.4225)  0.025
C (-1.3344, 8.4616, 2.2450)  0.023
H (0.9651, 10.8756, 3.2925)  0.121
H (-0.0382, 10.2805, 5.4900)  0.121
H (-2.6535, 7.4004, 3.5187)  0.123
H (-1.6510, 7.9949, 1.3212)  0.084
O (-4.3082, -4.7908, 3.0211)  0.088
C (-4.0749, -5.5487, 2.0989)  -0.373
C (-2.8164, -6.3248, 2.0427)  0.028
C (-2.5603, -7.1530, 1.0311)  0.026
C (-3.5236, -7.3332, -0.0781)  -0.387
O (-3.2906, -8.0898, -0.9991)  0.109
C (-4.7824, -6.5563, -0.0212)  0.023
C (-5.0382, -5.7282, 0.9904)  0.023
H (-2.1230, -6.1814, 2.8622)  0.123
H (-1.6448, -7.7280, 0.9730)  0.124
H (-5.4757, -6.6992, -0.8407)  0.123
H (-5.9536, -5.1528, 1.0488)  0.123
O (4.2587, -0.3233, -5.9050)  0.101
C (4.0238, -0.7576, -7.0169)  -0.375
C (2.8259, -0.3279, -7.7720)  0.029
C (2.5687, -0.8071, -8.9893)  0.028
C (3.4693, -1.7860, -9.6373)  -0.390
O (3.2354, -2.2210, -10.7479)  0.101
C (4.6676, -2.2152, -8.8811)  0.019
C (4.9252, -1.7370, -7.6647)  0.019
H (2.1764, 0.3920, -7.2810)  0.079
H (1.6970, -0.5050, -9.5564)  0.123
H (5.3157, -2.9325, -9.3693)  0.121
H (5.7969, -2.0392, -7.0976)  0.121


ORCA calculation (ωB97M-V/def2-TZVPD) on 3 unconnected molecules or ions with the total composition C5H13NO2 in a non-equilibrium geometry.

Properties
DFT total energy: -403.33218 a.u.
Maximum force: 2.044 eV/Å
Gap between HOMO and LUMO: 0.166 Eh

Each line ends with the Löwdin charge.
CARTESIAN COORDINATES (ANGSTROEM)
C (-0.7893, 0.2427, 2.1074)  -0.268
O (-1.6676, -0.7938, 2.2222)  -0.076
C (0.0714, 0.0177, 0.7893)  -0.183
C (-0.1697, 1.0202, -0.1612)  -0.006
C (-0.7480, 0.7580, -1.4203)  -0.146
C (-0.8781, 1.6946, -2.3626)  0.128
N (1.9899, -0.8530, -1.9552)  0.054
H (-1.4022, 1.1585, 2.0434)  0.121
H (-0.1186, 0.3333, 2.9430)  0.116
H (0.5735, -2.8965, 2.6270)  -0.075
H (-0.2055, -0.9472, 0.3807)  0.115
H (1.4949, -0.3387, -1.2612)  -0.046
H (0.0665, 2.0307, 0.1595)  0.145
H (-1.3650, -0.1227, -1.5215)  0.133
H (-0.4645, 2.6687, -2.1393)  0.084
H (-1.3140, 1.5072, -3.3206)  0.079
H (1.1215, -0.1421, 1.0923)  0.157
H (2.9082, -0.6324, -2.2904)  0.012
H (1.4069, -1.1628, -2.7112)  0.007
H (-1.0025, -1.5928, 2.2984)  0.048
O (0.4923, -1.9497, 2.4805)  -0.399


ORCA calculation (ωB97M-V/def2-TZVPD) on a single C4H8OS2 molecule in a non-equilibrium geometry.

Properties
DFT total energy: -1028.72720 a.u.
Maximum force: 3.695 eV/Å
Gap between HOMO and LUMO: 0.361 Eh

Each line ends with the Löwdin charge.
CARTESIAN COORDINATES (ANGSTROEM)
C (0.2595, 0.7551, 0.5612)  -0.683
C (0.4792, -0.5770, 1.1447)  -0.302
C (0.8077, 0.9792, -0.9201)  -0.114
C (1.2616, -1.5298, 0.7676)  -0.004
O (-1.9255, -0.1672, -1.9342)  -0.642
S (-1.5187, 1.2423, 0.5542)  0.611
S (-2.2894, -0.4286, -0.5638)  0.605
H (0.5357, 1.4612, 1.3916)  0.100
H (-0.0359, -0.9127, 2.0515)  0.106
H (1.8045, 0.5145, -1.0156)  0.057
H (0.0867, 0.4145, -1.6407)  0.072
H (0.8904, 2.0979, -1.1600)  0.096
H (1.9435, -1.3777, -0.0070)  0.030
H (1.2691, -2.5742, 1.3005)  0.110
H (-3.5683, 0.1024, -0.5298)  -0.042


ORCA calculation (ωB97M-V/def2-TZVPD) on 8 unconnected molecules or ions with the total composition C4H24N2O9 in a non-equilibrium geometry.

Properties
Structure (SMILES): O=CNCCNCO.O.O.O.O.O.O.O
DFT total energy: -953.44568 a.u.
Maximum force: 5.190 eV/Å
Gap between HOMO and LUMO: 0.322 Eh

Each line ends with the Löwdin charge.
CARTESIAN COORDINATES (ANGSTROEM)
O (1.1602, -2.5233, 1.8134)  -0.011
C (0.2774, -1.6785, 1.7946)  -0.289
N (-0.3285, -1.2382, 0.6472)  0.025
C (0.1072, -1.5798, -0.7011)  -0.147
C (1.0388, -0.5108, -1.1959)  -0.212
N (0.5984, 0.8735, -1.3091)  -0.043
C (1.5707, 1.8538, -1.1046)  -0.250
O (1.6038, 2.2194, 0.3395)  -0.160
H (-0.3043, -1.3784, 2.6527)  0.136
H (-0.9132, -0.4116, 0.7742)  0.081
H (0.7144, -2.5024, -0.5172)  0.138
H (-0.7837, -1.7330, -1.3329)  0.110
H (1.4550, -0.7686, -2.2647)  0.142
H (2.0076, -0.5190, -0.7025)  0.087
H (-0.3701, 1.0980, -1.1504)  0.082
H (2.6232, 1.7319, -1.3470)  0.128
H (1.1310, 2.8638, -1.3661)  0.134
H (2.4391, 1.8910, 0.7893)  0.023
O (-3.1825, -0.4832, -2.7332)  -0.056
H (-3.0448, -1.3292, -2.2888)  0.012
H (-2.8562, -0.5928, -3.6330)  0.060
O (-2.4644, 1.9493, -1.8692)  -0.086
H (-3.2988, 1.4988, -2.0999)  0.027
H (-1.8605, 1.4452, -2.4290)  0.017
O (3.5327, -1.6245, 1.2440)  -0.058
H (3.6282, -1.5140, 0.2942)  0.045
H (2.7860, -2.2288, 1.4058)  0.008
O (-3.3660, -2.0833, -0.4342)  -0.077
H (-2.7325, -1.4552, 0.0056)  0.013
H (-3.1632, -2.7818, 0.2057)  0.057
O (-2.5322, 0.5123, 0.4603)  -0.066
H (-2.7064, 0.9871, 1.2898)  0.083
H (-3.3196, 0.8600, 0.0177)  0.064
O (3.1661, 0.9894, 1.9258)  -0.070
H (2.5423, 1.0997, 2.6589)  0.037
H (3.2422, 0.0099, 1.8704)  0.019
O (0.5600, 2.0507, 3.0000)  -0.066
H (0.7766, 2.9616, 3.2101)  0.047
H (0.2659, 2.0411, 2.0793)  0.016